1.
16
Properties=species:S:1:pos:R:3 method="wB97M-V/def2-TZVPD" homo_lumo_gap_ev=7.99 e_homo_ev=-7.44 relative_energy_kj_mol=649.9
C 1.76 0.71 -0.26
N 0.63 0.14 -0.21
C 0.01 -0.82 0.75
C -1.39 -0.16 0.83
C -1.46 1.07 -0.07
C -0.58 0.25 -1.03
C -1.07 -1.05 -0.33
H 2.00 1.38 -1.08
H 2.92 -1.74 1.05
H 2.48 0.50 0.53
H 2.17 -1.71 1.15
H -2.02 -0.37 1.69
H -1.03 2.02 0.27
H -2.46 1.24 -0.49
H -0.45 0.49 -2.09
H -1.50 -1.96 -0.72

=====

2.
16
Properties=species:S:1:pos:R:3 method="wB97M-V/def2-TZVPD" homo_lumo_gap_ev="5.63 / 5.20" e_homo_ev="-6.94 / -6.65" relative_energy_kj_mol=537.4
C 1.25 1.24 0.17
C 0.89 -0.10 -0.36
C -1.00 -0.60 1.21
C -1.91 -0.15 0.22
C -0.42 -0.23 -1.07
C 1.89 -1.07 -0.56
N 2.78 -1.81 -0.69
H 1.84 1.83 -0.53
H 1.83 1.14 1.10
H 0.35 1.82 0.42
H -0.54 0.09 1.91
H -0.77 -1.65 1.31
H -2.62 -0.85 -0.20
H -2.22 0.90 0.28
H -0.58 -1.19 -1.57
H -0.77 0.62 -1.63

=====

3.
16
Properties=species:S:1:pos:R:3 method="wB97M-V/def2-TZVPD" homo_lumo_gap_ev=9.12 e_homo_ev=-8.05 relative_energy_kj_mol=107.5 smiles=CCc1cc[nH]c1
C 2.20 0.85 1.11
C 1.71 0.37 -0.26
C 0.25 -0.05 -0.24
C -0.39 -1.02 0.59
C -1.75 -1.00 0.24
N -1.91 0.08 -0.60
C -0.70 0.52 -1.04
H 2.96 1.62 0.98
H 2.82 0.07 1.57
H 1.39 1.02 1.81
H 2.31 -0.45 -0.68
H 1.74 1.17 -1.00
H 0.07 -1.50 1.44
H -2.38 -1.87 0.13
H -2.72 0.11 -1.19
H -0.59 1.37 -1.69

=====

4.
16
Properties=species:S:1:pos:R:3 method="wB97M-V/def2-TZVPD" homo_lumo_gap_ev=11.81 e_homo_ev=-10.98 relative_energy_kj_mol=103.8 smiles=CC1(C#N)CCC1
C 1.34 1.24 0.17
C 0.50 -0.03 -0.02
C 1.37 -1.18 -0.28
N 1.97 -2.16 -0.43
C -0.57 -0.45 1.06
C -1.67 -0.49 -0.02
C -0.67 0.09 -1.06
H 1.89 1.43 -0.76
H 2.06 1.14 0.99
H 0.68 2.10 0.36
H -0.70 0.36 1.79
H -0.32 -1.35 1.64
H -1.97 -1.50 -0.32
H -2.56 0.13 0.16
H -0.45 -0.48 -1.97
H -0.90 1.13 -1.33

=====

5.
16
Properties=species:S:1:pos:R:3 method="wB97M-V/def2-TZVPD" homo_lumo_gap_ev=9.02 e_homo_ev=-8.06 relative_energy_kj_mol=438.5
C -0.67 -2.51 -1.80
C -0.48 -1.20 -1.18
C -0.08 2.16 0.46
C 0.53 1.04 0.33
C -0.41 2.40 1.89
C 1.11 -0.09 0.18
N 0.64 -1.18 -0.53
H -1.28 -3.21 -1.19
H -1.27 -2.42 -2.71
H 0.19 -3.14 -2.13
H 0.04 2.98 -0.22
H -0.07 1.59 2.55
H -1.50 2.48 1.98
H -0.04 3.36 2.27
H 2.09 -0.24 0.60
H 1.21 -2.03 -0.51

=====

6.
16
Properties=species:S:1:pos:R:3 method="wB97M-V/def2-TZVPD" homo_lumo_gap_ev=6.86 e_homo_ev=-6.70 relative_energy_kj_mol=461.9
C -0.42 1.98 0.33
C -0.44 0.61 -0.24
C 0.61 -0.04 -0.92
C 0.84 -1.13 0.42
C 1.92 -1.46 1.03
C -0.60 -1.50 0.69
N -1.33 -0.28 0.25
H 0.61 2.33 0.42
H -0.90 1.99 1.33
H -0.99 2.60 -0.37
H 1.49 0.56 -1.15
H 0.30 -0.67 -1.76
H 2.90 -1.06 0.79
H -0.95 -2.40 0.16
H -0.73 -1.59 1.78
H -2.07 0.08 0.84

=====

7.
16
Properties=species:S:1:pos:R:3 method="wB97M-V/def2-TZVPD" homo_lumo_gap_ev=9.13 e_homo_ev=-8.14 relative_energy_kj_mol=495.0 smiles="C[C@]12C=C1C2.C=N"
C 0.17 1.66 0.09
C 1.11 0.50 -0.10
C 2.50 0.52 -0.21
C 2.19 0.09 -1.48
C 0.86 -0.61 -1.04
H 0.66 2.48 0.62
H -0.72 1.33 0.63
H -0.16 2.01 -0.89
H 3.32 1.06 0.26
H 0.00 -0.55 -1.70
H 1.05 -1.61 -0.67
C -2.10 -1.67 0.66
N -2.23 -0.44 0.93
H -1.73 -1.96 -0.33
H -2.33 -2.49 1.35
H -2.58 -0.32 1.88

=====

8.
16
Properties=species:S:1:pos:R:3 method="wB97M-V/def2-TZVPD" homo_lumo_gap_ev="7.55 / 7.55" e_homo_ev="-7.66 / -7.64" relative_energy_kj_mol=621.4
C 2.92 0.88 1.49
C 1.80 0.10 1.34
C 0.54 -0.13 0.95
C 0.01 -0.75 -0.28
C -1.48 -0.50 -0.48
C -1.96 0.63 -1.30
N -2.00 -0.74 -1.82
H 2.98 1.91 1.18
H 3.73 0.50 2.11
H 1.93 -0.13 2.44
H 0.17 -1.84 -0.20
H 0.55 -0.45 -1.20
H -2.10 -0.78 0.37
H -1.25 1.29 -1.79
H -2.90 1.11 -1.02
H -2.94 -1.11 -1.79